The following is a DFT calculation (ωB97M-V with the def2-TZVPD basis set) of C25H18AsBr2F6MnN2O10 as an isolated structure.

Last column: Löwdin spin population.
Positions of all 65 atoms, in Å:
Mn: 0.128 0.288 -0.502  3.813
O: 2.822 1.561 -3.218  0.002
C: 2.030 0.840 -2.639  0.006
O: 1.570 1.078 -1.450  0.003
C: 1.615 -0.482 -3.288  0.002
C: 1.875 -1.659 -2.330  0.001
C: 1.886 -2.980 -3.106  0.001
C: 0.375 -3.172 -3.400  0.001
C: -0.221 -1.922 -2.747  0.001
O: 0.639 -1.746 -1.604  0.041
C: 0.093 -0.678 -3.591  0.002
C: -0.840 0.484 -3.230  0.007
O: -1.444 1.051 -4.123  0.003
O: -0.996 0.738 -1.968  0.013
H: 2.203 -0.570 -4.200  0.000
H: 2.690 -1.508 -1.627  0.000
H: 2.497 -2.915 -4.007  0.000
H: 2.274 -3.786 -2.483  0.000
H: 0.145 -3.222 -4.464  0.000
H: -0.012 -4.070 -2.920  0.000
H: -1.247 -2.000 -2.404  0.000
H: -0.060 -0.867 -4.652  0.000
C: 0.914 1.254 4.249  0.000
C: -0.194 0.260 4.055  0.002
C: -0.836 -0.297 5.189  -0.001
C: -1.819 -1.219 5.019  0.001
C: -2.200 -1.601 3.712  0.000
C: -3.220 -2.541 3.432  0.009
Br: -4.156 -3.419 4.848  0.001
C: -3.559 -2.842 2.150  -0.001
C: -2.891 -2.217 1.092  0.008
Br: -3.458 -2.660 -0.665  0.002
C: -1.868 -1.282 1.257  0.002
O: -1.310 -0.733 0.239  0.025
C: -1.516 -0.982 2.636  0.003
N: -0.527 -0.082 2.838  -0.001
H: 0.673 1.939 5.065  0.000
H: 1.073 1.825 3.340  0.000
H: 1.843 0.736 4.509  0.000
H: -0.537 0.022 6.180  0.000
H: -2.324 -1.660 5.868  0.000
H: -4.343 -3.554 1.936  0.000
O: 2.533 1.396 1.315  0.010
C: 2.328 0.200 1.337  0.005
O: 1.415 -0.467 0.719  0.000
C: 3.194 -0.687 2.221  -0.002
C: 4.304 -0.129 2.845  0.000
C: 5.107 -0.898 3.667  0.000
C: 4.772 -2.229 3.856  0.000
C: 3.667 -2.809 3.255  0.000
C: 2.877 -2.025 2.430  0.000
N: 5.620 -3.055 4.727  0.000
O: 6.567 -2.523 5.279  0.000
O: 5.309 -4.220 4.896  0.000
H: 4.508 0.919 2.669  0.000
H: 5.976 -0.488 4.161  0.000
H: 3.440 -3.848 3.439  0.000
H: 2.001 -2.430 1.943  0.000
F: -0.837 2.047 0.622  0.032
As: -1.886 3.245 1.408  0.002
F: -2.904 4.421 2.193  0.000
F: -2.934 3.217 0.035  0.001
F: -2.795 1.952 2.127  0.001
F: -0.950 4.508 0.684  0.001
F: -0.825 3.248 2.781  0.001

Values from the calculation:
LUMO (spin up / spin down) in eV: 3.025 / 3.020
Charge: -2
E in eV: -298229.8580
Maximum force in eV/A: 0.42
Relative energy (zero: lowest compared OMol25 entry of this formula, charge and spin) in eV: 1.391
HOMO-LUMO gap (spin up / spin down) in eV: 6.1 / 6.1
2S+1: 5
⟨S²⟩: 6.04
E_HOMO (spin up / spin down) in eV: -3.0 / -3.1